[1]
ORCA calculation (wB97M-V/def2-TZVPD) on a single C20H18O6 molecule.

Output
LUMO	0.5	eV
E_HOMO	-8.08	eV
SMILES	COc1cc(C(=O)Oc2ccc3ccc(O)cc3c2)cc(OC)c1OC
calculated total energy	-1224.34501	a.u.

Each line ends with the natural charge from an NBO analysis.
Geometry (Å):
C 4.29 3.39 -0.59  -0.238
O 3.05 2.75 -0.39  -0.495
C 2.94 1.42 -0.14  0.277
C 1.63 0.95 -0.18  -0.216
C 1.34 -0.38 0.05  -0.157
C -0.03 -0.92 0.00  0.793
O -0.31 -2.09 0.14  -0.584
O -0.94 0.06 -0.20  -0.498
C -2.29 -0.25 -0.33  0.272
C -2.74 -1.29 -1.15  -0.258
C -4.08 -1.51 -1.29  -0.173
C -5.02 -0.71 -0.62  -0.015
C -6.42 -0.92 -0.75  -0.165
C -7.31 -0.12 -0.10  -0.266
C -6.85 0.94 0.72  0.311
O -7.80 1.69 1.34  -0.663
C -5.51 1.17 0.86  -0.287
C -4.57 0.35 0.20  -0.063
C -3.18 0.56 0.33  -0.192
C 2.37 -1.27 0.35  -0.292
C 3.68 -0.82 0.42  0.320
O 4.73 -1.63 0.76  -0.519
C 4.47 -2.99 1.04  -0.252
C 3.99 0.53 0.15  0.183
O 5.27 1.02 0.23  -0.518
C 6.33 0.26 -0.30  -0.242
H 4.84 2.95 -1.43  0.174
H 4.04 4.42 -0.82  0.188
H 4.91 3.35 0.31  0.190
H 0.85 1.66 -0.42  0.241
H -2.02 -1.91 -1.66  0.235
H -4.43 -2.32 -1.92  0.210
H -6.76 -1.73 -1.37  0.210
H -8.37 -0.27 -0.18  0.226
H -7.37 2.38 1.87  0.481
H -5.15 1.98 1.49  0.203
H -2.81 1.37 0.95  0.213
H 2.11 -2.29 0.55  0.243
H 4.05 -3.50 0.17  0.181
H 5.43 -3.42 1.29  0.200
H 3.79 -3.10 1.89  0.183
H 6.04 -0.26 -1.21  0.178
H 7.12 0.98 -0.53  0.186
H 6.70 -0.47 0.43  0.194



[2]
ORCA calculation (wB97M-V/def2-TZVPD) on 8 unconnected molecules or ions with the total composition C24H56N8O8.

Output
LUMO	0.0	eV
E_HOMO	-9.03	eV
SMILES	CNC(C)=O.CNC(C)=O.CNC(C)=O.CNC(C)=O.CNC(C)=O.CNC(C)=O.CNC(C)=O.CNC(C)=O
calculated total energy	-1988.00576	a.u.

Each line ends with the Mulliken charge.
Geometry (Å):
C 0.77 0.51 9.02  -0.783
N 1.73 1.43 8.42  -0.205
C 1.30 2.40 7.63  0.646
C 2.40 3.20 6.88  -0.914
O 0.16 2.49 7.25  -0.615
H 0.32 -0.16 8.28  0.223
H -0.07 0.90 9.59  0.277
H 1.44 0.07 9.75  0.327
H 2.72 1.35 8.60  0.252
H 2.30 3.13 5.80  0.231
H 3.39 2.77 7.07  0.288
H 2.50 4.24 7.19  0.272
C 5.73 1.05 -8.01  -0.795
N 4.58 0.31 -7.55  -0.179
C 3.53 0.84 -6.88  0.661
C 2.57 -0.20 -6.38  -1.065
O 3.40 2.07 -6.59  -0.646
H 5.71 1.37 -9.05  0.272
H 6.52 0.30 -7.90  0.292
H 5.90 2.03 -7.57  0.280
H 4.61 -0.67 -7.76  0.244
H 2.11 -0.86 -7.12  0.356
H 1.73 0.42 -6.08  0.288
H 3.09 -0.77 -5.61  0.290
C -8.00 0.51 -0.02  -0.935
N -6.77 -0.13 -0.07  -0.123
C -5.51 0.31 0.06  0.670
C -5.25 1.79 0.34  -1.096
O -4.65 -0.52 0.07  -0.654
H -8.05 1.58 -0.22  0.317
H -8.29 0.25 1.00  0.335
H -8.72 0.13 -0.75  0.289
H -6.83 -1.09 -0.40  0.235
H -4.23 1.99 0.69  0.282
H -5.95 2.19 1.07  0.359
H -5.28 2.19 -0.67  0.316
C -6.79 -4.54 -5.25  -0.781
N -5.73 -4.14 -4.29  -0.224
C -4.70 -4.91 -3.71  0.654
C -4.10 -4.26 -2.47  -1.049
O -4.44 -6.02 -4.11  -0.599
H -7.57 -4.02 -4.69  0.280
H -6.79 -5.62 -5.41  0.303
H -6.71 -3.96 -6.17  0.253
H -5.80 -3.16 -4.07  0.237
H -3.44 -5.03 -2.10  0.333
H -4.85 -4.15 -1.68  0.270
H -3.48 -3.39 -2.69  0.323
C 5.64 1.13 3.24  -0.864
N 6.41 0.78 2.10  -0.157
C 6.62 -0.33 1.38  0.558
C 5.64 -1.47 1.46  -0.886
O 7.49 -0.48 0.59  -0.611
H 4.93 1.90 2.93  0.293
H 6.29 1.73 3.88  0.325
H 5.21 0.28 3.78  0.304
H 7.28 1.28 2.04  0.250
H 5.46 -1.94 0.49  0.321
H 4.61 -1.20 1.69  0.230
H 6.13 -2.26 2.02  0.238
C 5.11 6.47 -6.01  -0.849
N 4.65 5.61 -4.97  -0.131
C 4.66 5.76 -3.58  0.705
C 4.23 4.55 -2.78  -0.996
O 5.19 6.71 -3.05  -0.612
H 5.44 5.85 -6.84  0.258
H 5.93 7.08 -5.64  0.319
H 4.31 7.10 -6.40  0.276
H 4.18 4.78 -5.30  0.183
H 5.08 3.92 -2.52  0.242
H 3.52 3.95 -3.34  0.295
H 3.87 4.83 -1.79  0.313
C 0.32 -0.24 2.98  -0.762
N 0.17 -0.52 1.56  -0.114
C 0.87 0.10 0.58  0.678
C 0.40 -0.09 -0.86  -0.986
O 1.80 0.86 0.87  -0.660
H -0.38 -0.76 3.63  0.295
H 0.34 0.85 3.03  0.275
H 1.33 -0.44 3.36  0.217
H -0.43 -1.25 1.19  0.214
H 0.94 -0.88 -1.39  0.263
H 0.68 0.80 -1.43  0.291
H -0.67 -0.27 -0.83  0.289
C -5.33 -5.58 3.33  -0.839
N -5.01 -4.20 3.61  -0.124
C -5.07 -3.82 4.83  0.614
C -4.49 -2.42 5.09  -0.848
O -5.43 -4.58 5.69  -0.638
H -5.12 -5.90 2.31  0.310
H -6.41 -5.76 3.34  0.301
H -4.86 -6.32 3.98  0.271
H -4.98 -3.50 2.88  0.197
H -3.59 -2.58 5.67  0.239
H -5.31 -1.84 5.54  0.278
H -4.17 -1.91 4.18  0.239



[3]
ORCA calculation (wB97M-V/def2-TZVPD) on 6 unconnected molecules or ions with the total composition C12H36O6S6.

Output
LUMO (alpha / beta)	-3.1 / -7.8	eV
E_HOMO (alpha / beta)	-10.19 / -10.19	eV
calculated total energy	-3318.77050	a.u.
2S+1	2
charge	+1

Each line ends with the natural charge from an NBO analysis.
Geometry (Å):
C 3.68 -1.60 -0.51  -0.765
S 2.21 -2.76 -0.86  1.156
O 1.59 -2.57 0.53  -1.006
C 3.06 -4.45 -0.90  -0.779
H 3.43 -0.61 -0.89  0.247
H 4.61 -1.90 -1.00  0.231
H 3.80 -1.57 0.58  0.197
H 2.57 -4.99 -1.71  0.240
H 2.84 -4.86 0.09  0.253
H 4.11 -4.21 -1.10  0.234
C 1.25 1.09 -0.99  -0.830
S 0.66 0.71 0.72  1.134
O 0.51 2.01 1.53  -1.013
C -1.15 0.35 0.34  -0.736
H 2.31 1.34 -1.09  0.233
H 0.80 1.98 -1.44  0.245
H 0.90 0.27 -1.62  0.242
H -1.40 -0.24 1.23  0.257
H -1.30 -0.31 -0.52  0.227
H -1.46 1.35 0.07  0.251
C 3.68 -0.06 2.57  -0.778
S 3.57 0.54 4.36  1.242
O 3.70 -0.72 5.29  -0.441
C 1.75 1.05 4.22  -0.754
H 2.97 -0.89 2.53  0.288
H 4.60 -0.60 2.32  0.273
H 3.36 0.64 1.80  0.284
H 1.32 1.18 5.21  0.269
H 1.12 0.38 3.64  0.284
H 1.69 1.98 3.66  0.305
C -6.74 1.03 0.71  -0.799
S -5.59 0.51 2.07  1.246
O -4.34 0.10 1.31  -1.006
C -5.26 2.15 2.75  -0.858
H -6.37 1.99 0.34  0.218
H -7.76 1.24 1.05  0.231
H -6.78 0.31 -0.10  0.254
H -4.86 2.85 2.02  0.232
H -4.63 2.28 3.63  0.247
H -6.17 2.67 3.04  0.238
C -4.66 -1.73 -1.55  -0.781
S -5.65 -3.28 -1.07  1.157
O -6.51 -2.80 0.14  -0.981
C -6.92 -3.26 -2.41  -0.782
H -4.19 -2.03 -2.48  0.208
H -3.99 -1.40 -0.76  0.263
H -5.33 -0.92 -1.86  0.217
H -7.67 -4.04 -2.31  0.251
H -6.36 -3.39 -3.34  0.216
H -7.28 -2.24 -2.28  0.232
C 5.52 3.01 -4.03  -0.760
S 4.57 2.35 -2.53  1.159
O 4.73 0.79 -2.61  -0.985
C 5.91 2.81 -1.42  -0.828
H 6.46 2.46 -4.05  0.237
H 5.62 4.07 -3.79  0.223
H 4.98 2.89 -4.96  0.243
H 6.05 3.89 -1.47  0.234
H 6.86 2.34 -1.69  0.253
H 5.56 2.82 -0.39  0.234



[4]
ORCA calculation (wB97M-V/def2-TZVPD) on 2 unconnected molecules or ions with the total composition C38H47F3N2O.

Output
LUMO	-1.6	eV
E_HOMO	-6.33	eV
SMILES	C=C1N(c2c(C)cc(C)cc2C)C=CN1c1c(C)cc(C)cc1C.CC(C)(C)C1=CC(=CC(F)(F)F)C=C(C(C)(C)C)C1=O
calculated total energy	-1960.51290	a.u.

Each line ends with the Mulliken charge.
Geometry (Å):
C -2.36 -0.40 1.28  -2.073
C -3.50 -0.39 2.06  1.222
N -4.76 0.09 1.78  0.412
C -5.11 0.89 0.66  -0.215
C -6.28 0.60 -0.05  1.057
C -7.17 -0.57 0.27  -2.067
C -6.65 1.41 -1.12  -0.678
C -5.90 2.54 -1.47  0.792
C -6.34 3.41 -2.61  -1.512
C -4.76 2.84 -0.72  -1.272
C -4.37 2.06 0.37  1.263
C -3.24 2.55 1.23  -1.221
C -5.57 -0.07 2.91  -0.491
C -4.79 -0.54 3.90  -1.072
N -3.54 -0.79 3.39  0.500
C -2.34 -0.95 4.14  -0.268
C -1.92 0.12 4.95  1.144
C -2.77 1.32 5.21  -1.334
C -0.61 0.09 5.45  -0.935
C 0.25 -0.98 5.19  0.575
C 1.65 -0.93 5.71  -1.568
C -0.23 -2.06 4.44  -1.041
C -1.52 -2.06 3.91  0.776
C -2.00 -3.22 3.08  -1.237
H -1.51 -0.94 1.65  0.082
H -2.47 0.03 0.30  0.562
H -6.78 -1.21 1.06  0.396
H -8.17 -0.23 0.56  0.352
H -7.32 -1.18 -0.63  0.444
H -7.54 1.15 -1.70  0.404
H -5.59 4.19 -2.79  0.347
H -6.46 2.83 -3.53  0.345
H -7.29 3.90 -2.40  0.321
H -4.18 3.73 -0.97  0.258
H -2.91 3.51 0.84  0.426
H -3.54 2.72 2.28  0.120
H -2.36 1.89 1.23  0.400
H -6.61 0.21 2.94  0.602
H -5.05 -0.69 4.94  0.656
H -2.23 1.96 5.92  0.438
H -2.93 1.95 4.31  0.093
H -3.73 1.07 5.67  0.329
H -0.26 0.94 6.03  0.350
H 2.21 -1.83 5.42  0.360
H 2.18 -0.05 5.32  0.338
H 1.66 -0.85 6.80  0.353
H 0.41 -2.92 4.25  0.299
H -1.27 -4.03 3.18  0.455
H -2.96 -3.61 3.42  0.290
H -2.06 -2.98 2.01  0.232
C 7.31 -1.85 -2.11  -1.682
C 6.51 -0.94 -1.17  2.036
C 6.53 -1.59 0.21  -2.036
C 7.27 0.39 -1.08  -1.629
C 5.06 -0.70 -1.69  -0.282
C 3.94 -0.92 -0.92  -0.565
C 2.59 -0.75 -1.41  0.191
C 1.51 -1.04 -0.56  -1.127
C 0.17 -1.26 -1.06  0.839
F -0.58 -2.03 -0.19  -0.254
F -0.56 -0.08 -1.26  -0.273
F 0.10 -1.93 -2.27  -0.274
C 2.45 -0.26 -2.76  -0.487
C 3.51 0.02 -3.57  -0.327
C 3.33 0.58 -5.01  2.151
C 3.91 1.99 -5.11  -1.639
C 1.85 0.64 -5.39  -2.124
C 4.04 -0.30 -6.05  -1.707
C 4.88 -0.17 -3.05  1.127
O 5.87 0.13 -3.77  -0.725
H 7.39 -1.41 -3.11  0.347
H 8.32 -1.99 -1.70  0.450
H 6.84 -2.83 -2.20  0.369
H 6.03 -0.96 0.96  0.380
H 6.05 -2.57 0.19  0.425
H 7.57 -1.72 0.53  0.414
H 6.76 1.08 -0.40  0.339
H 8.29 0.21 -0.70  0.439
H 7.34 0.86 -2.07  0.382
H 4.02 -1.27 0.11  0.483
H 1.67 -1.25 0.48  0.528
H 1.44 -0.11 -3.12  0.635
H 4.98 1.98 -4.91  0.380
H 3.73 2.38 -6.12  0.440
H 3.42 2.66 -4.38  0.339
H 1.39 -0.35 -5.36  0.430
H 1.30 1.33 -4.75  0.404
H 1.76 1.01 -6.42  0.422
H 3.65 -1.32 -6.02  0.368
H 3.86 0.13 -7.04  0.456
H 5.11 -0.32 -5.86  0.355



[5]
ORCA calculation (wB97M-V/def2-TZVPD) on a single C6H13N molecule.

Output
LUMO	1.1	eV
E_HOMO	-7.71	eV
SMILES	CCC(=CN)CC
calculated total energy	-291.13861	a.u.

Each line ends with the natural charge from an NBO analysis.
Geometry (Å):
C 1.31 -1.68 0.93  -0.602
C -0.08 -1.14 0.56  -0.430
C -0.05 0.28 0.03  -0.077
C -0.15 1.35 0.81  -0.008
N 0.10 1.32 2.20  -0.827
C 0.09 0.36 -1.49  -0.419
C -1.20 0.62 -2.25  -0.606
H 1.69 -1.27 1.87  0.198
H 1.34 -2.77 0.97  0.205
H 1.99 -1.47 0.11  0.204
H -0.52 -1.81 -0.17  0.208
H -0.70 -1.14 1.46  0.199
H -0.26 2.37 0.48  0.184
H -0.45 1.94 2.77  0.376
H 0.32 0.42 2.58  0.372
H 0.77 1.18 -1.70  0.207
H 0.56 -0.57 -1.81  0.200
H -1.18 0.23 -3.26  0.206
H -1.49 1.68 -2.23  0.206
H -2.08 0.09 -1.85  0.203



[6]
ORCA calculation (wB97M-V/def2-TZVPD) on a molecular structure, C4H10IN.

Output
LUMO	0.3	eV
E_HOMO	-8.39	eV
calculated total energy	-510.76194	a.u.

Each line ends with the natural charge from an NBO analysis.
Geometry (Å):
C -1.39 -0.61 -0.86  -0.595
C 0.88 1.38 0.52  -0.650
C -0.25 -0.90 0.11  -0.451
C 0.86 0.02 -0.18  0.054
N 2.31 -0.74 0.76  -0.852
I 4.08 -0.27 -0.14  0.244
H -0.95 -0.59 -1.86  0.203
H -2.13 -1.44 -0.80  0.213
H -1.96 0.19 -0.71  0.202
H 1.05 1.36 1.63  0.209
H 1.58 2.08 0.07  0.229
H -0.04 1.88 0.35  0.214
H -0.51 -0.92 1.15  0.212
H 0.01 -2.01 -0.03  0.231
H 1.16 0.02 -1.17  0.196
H 2.14 -0.25 1.63  0.342



Relative energy (zero: lowest compared OMol25 entry of this formula, charge and spin) for the records above, in order: 1.556; 5.540; 0.000; 0.000; 0.548; 0.759 eV